No. 1
The following is a quantum chemistry calculation of a structure of composition C27H43AlNOP2Si2, from OMol25.

Results
Kohn-Sham gap in eV: 5.598
Calculated total energy in Eh: -2688.5306
Total charge: +1
Energy relative to the best compared isomer or geometry (same formula, charge and spin) in eV: 5.272

```
77
Properties=species:S:1:pos:R:3:forces:R:3
C 2.694589 0.263734 -3.866150 -3.2 -0.2 1.4
C 1.612976 0.921708 -3.215528 1.6 -1.2 -1.7
C 0.343520 0.241490 -3.194344 -0.5 -0.5 0.2
C 0.425721 -1.185535 -3.134730 0.0 0.7 -0.2
C 1.472211 -1.882142 -3.808623 0.6 1.8 1.4
C 2.535304 -1.132931 -4.218200 1.2 0.3 -0.9
C -0.587281 -1.756074 -2.389877 -0.3 -1.6 -1.0
C -1.866229 -1.230387 -2.412041 0.3 1.5 -0.1
C -1.908527 0.207739 -2.583148 0.8 -1.1 -0.2
C -3.057815 0.859922 -2.017123 -0.4 -0.6 -0.3
C -4.215146 0.116008 -1.822695 0.9 0.2 -0.2
C -4.211280 -1.311076 -2.021321 -0.7 0.1 -0.1
C -3.042108 -1.993513 -2.249757 -0.6 1.4 1.2
H 3.578769 0.826213 -4.067632 0.7 0.0 0.0
H 1.417546 -2.935894 -3.850553 0.1 -0.9 -0.3
H 3.359468 -1.588241 -4.793535 -0.5 0.2 0.4
H -0.410803 -2.692026 -1.872088 -0.1 -0.6 -0.6
H -5.120722 0.651568 -1.497490 0.4 -0.5 0.0
H -5.168862 -1.842609 -1.924356 0.6 0.2 0.0
H -2.957269 -3.051828 -2.183141 -0.2 -0.7 -0.1
N -0.810466 0.886486 -2.993049 -0.1 0.6 2.0
Al 0.166431 0.423225 0.646293 -0.9 -1.8 -1.7
C 1.781145 2.197426 -2.469304 -0.8 0.1 0.0
H 0.961288 2.890758 -2.728332 0.3 -0.1 0.2
H 2.755600 2.649357 -2.700594 -0.3 0.0 0.2
C -2.852219 2.244524 -1.500232 0.4 -0.5 0.1
H -2.283165 2.833670 -2.214273 0.0 0.1 0.0
H -3.805560 2.714041 -1.273725 0.0 0.2 0.1
P 1.752263 1.980521 -0.576669 1.1 0.6 -0.9
P -1.835119 2.275944 0.129704 -1.4 0.4 -0.9
C -3.227334 2.411884 1.306015 0.0 -0.2 0.6
H -2.828276 2.510268 2.319874 -0.1 0.0 0.0
H -3.845437 3.292242 1.110802 0.2 -0.1 -0.2
H -3.864367 1.527951 1.282513 0.1 0.0 0.0
C -1.423649 4.047747 0.070407 0.5 0.4 0.2
H -2.293586 4.673455 0.284285 0.0 -0.2 -0.1
H -0.663443 4.282227 0.812275 0.0 0.2 0.1
H -1.041450 4.318474 -0.912377 0.1 0.0 0.0
C 3.490787 1.535070 -0.248643 0.4 -0.3 0.2
H 4.167985 2.103464 -0.900598 -0.2 -0.1 0.1
H 3.725650 1.792946 0.792495 0.0 -0.1 -0.2
H 3.683950 0.470054 -0.382337 0.0 0.1 0.0
C 1.869871 3.733234 -0.112713 0.0 0.5 0.2
H 1.711921 3.853359 0.961016 0.1 0.1 0.0
H 2.863619 4.126616 -0.350842 -0.1 -0.1 0.0
H 1.133480 4.339743 -0.636552 0.0 -0.1 0.0
C 0.402650 1.685034 2.172506 0.7 3.8 4.7
O 0.555164 2.464718 3.017859 -0.6 -3.1 -3.4
H -0.079777 -0.302528 -0.616085 -0.4 0.6 -2.4
C 1.941787 -3.709580 1.965176 0.9 -0.4 0.1
Si 1.946694 -1.955619 1.352364 -1.6 -0.6 0.3
C 2.953126 -0.895004 2.505605 0.1 0.0 0.1
C 2.713269 -1.916171 -0.354169 0.1 0.0 -0.1
C 0.134033 -1.470437 1.289443 0.1 0.8 2.3
Si -0.996062 -1.643499 2.825946 1.4 -1.0 -1.5
C -0.032792 -1.430704 4.402657 -0.4 0.1 0.4
C -2.460291 -0.484479 2.798883 0.0 0.0 0.2
C -1.669924 -3.371142 2.615203 -0.4 -0.3 0.6
H 2.971565 -4.072358 1.927467 0.1 -0.2 0.0
H 1.358637 -4.389535 1.344682 -0.1 0.1 -0.1
H 1.619240 -3.841321 2.998121 -0.1 0.2 0.0
H 3.993187 -1.193315 2.346136 0.1 0.2 0.1
H 2.880554 0.182224 2.327044 0.1 0.0 0.0
H 2.705522 -1.092516 3.551959 0.0 0.1 -0.1
H 2.532452 -2.856792 -0.880554 0.0 0.0 0.0
H 2.353352 -1.115940 -1.006179 -0.1 0.0 0.0
H 3.791943 -1.804157 -0.245968 0.2 -0.1 -0.1
H -0.359919 -2.189605 0.592681 0.3 1.1 -0.2
H 0.349264 -0.408006 4.504230 0.0 -0.1 0.1
H -0.744496 -1.605842 5.216840 0.2 0.1 0.2
H 0.792119 -2.140906 4.516192 -0.1 0.1 -0.1
H -2.974378 -0.473928 1.830002 0.1 0.0 0.2
H -3.165635 -0.856529 3.553538 0.0 0.2 -0.1
H -2.177773 0.532996 3.087558 -0.2 0.0 0.0
H -2.288391 -3.481410 1.722834 0.0 0.2 -0.1
H -0.912967 -4.156198 2.582339 0.1 0.2 0.0
H -2.316135 -3.608261 3.462584 -0.1 -0.1 0.1
```
Positions in Å, forces in eV/Å.

No. 2
The following is a quantum chemistry calculation of a structure of composition C27H43AlNOP2Si2, from OMol25.

Results
Kohn-Sham gap in eV: 6.288
Calculated total energy in Eh: -2688.7243
Total charge: +1
Energy relative to the best compared isomer or geometry (same formula, charge and spin) in eV: 0.000

```
77
Properties=species:S:1:pos:R:3:forces:R:3
C -1.677788 2.853631 -3.759981 0.2 0.1 0.2
C -1.294461 1.723037 -3.036603 0.8 -0.1 -0.1
C 0.090706 1.414474 -2.957227 -0.2 0.5 0.1
C 1.049761 2.261575 -3.528630 -0.8 0.6 -0.2
C 0.640117 3.397560 -4.235470 0.0 -0.5 0.1
C -0.718929 3.684993 -4.355600 -0.2 -0.1 0.0
C 2.457866 1.995055 -3.106509 0.1 0.2 0.7
C 2.753842 0.530159 -3.125024 0.7 -0.7 0.1
C 1.730684 -0.293625 -2.643344 0.4 -0.1 0.3
C 1.933387 -1.688253 -2.477523 0.1 0.7 -0.1
C 3.187947 -2.215268 -2.790635 0.0 0.3 0.1
C 4.222985 -1.385249 -3.239869 -0.1 -0.1 0.0
C 4.014335 -0.013600 -3.397486 -0.5 -0.2 -0.1
H -2.740232 3.089352 -3.840664 0.3 0.0 0.0
H 1.400899 4.049946 -4.670375 -0.3 -0.1 0.1
H -1.042131 4.570304 -4.903608 0.1 -0.3 0.1
H 3.184671 2.578198 -3.675005 0.0 0.0 0.2
H 3.352025 -3.285425 -2.661881 0.1 0.2 -0.1
H 5.198789 -1.816850 -3.456103 -0.2 0.1 0.0
H 4.816461 0.648425 -3.725268 -0.1 -0.2 0.1
N 0.540994 0.315652 -2.218058 -1.2 -0.8 1.6
Al 0.312660 0.400911 -0.169562 0.8 0.0 -2.2
C -2.292436 0.822649 -2.342532 0.2 -0.1 -0.1
H -2.182198 -0.218035 -2.687588 0.0 0.2 0.0
H -3.317093 1.167226 -2.538345 0.2 -0.2 0.0
C 0.795541 -2.542036 -1.973505 0.0 0.2 -0.2
H -0.097457 -2.423401 -2.609037 0.3 0.0 0.1
H 1.094569 -3.598693 -1.955871 -0.2 0.2 0.0
P -2.092172 0.775305 -0.505577 -0.8 0.7 -1.3
P 0.256514 -2.102738 -0.264816 0.7 -1.1 -1.0
C 1.353691 -3.179557 0.714790 0.0 0.1 0.4
H 1.127002 -3.056059 1.780864 0.2 -0.2 -0.2
H 1.169346 -4.223305 0.427556 0.0 0.3 0.0
H 2.405903 -2.933558 0.539789 -0.3 0.0 0.0
C -1.301515 -3.049252 -0.154476 -0.3 0.2 0.3
H -1.062637 -4.123404 -0.146447 -0.1 0.4 0.0
H -1.821146 -2.791291 0.777484 0.0 -0.2 -0.2
H -1.950960 -2.829813 -1.011524 0.2 0.0 0.2
C -2.761031 2.399624 -0.030830 0.0 0.2 0.3
H -3.670527 2.584506 -0.619617 0.2 -0.1 0.2
H -3.019744 2.393811 1.036526 0.0 0.1 -0.2
H -2.043050 3.205542 -0.216916 -0.2 -0.2 0.0
C -3.453439 -0.334391 -0.018035 0.1 -0.2 0.3
H -3.405597 -0.514741 1.063942 -0.2 0.0 -0.2
H -4.408824 0.155863 -0.258957 0.3 -0.1 0.1
H -3.398597 -1.294567 -0.545238 0.0 0.3 0.2
C -0.479470 -0.134149 1.806002 -1.5 -0.7 4.8
O -0.931743 -0.419461 2.835003 1.6 0.9 -3.9
H 2.476622 2.274797 -2.006774 0.3 0.2 -1.4
C 2.652528 4.550788 1.163566 -0.1 0.0 0.0
Si 1.178853 3.440216 0.743261 0.3 0.3 -0.2
C -0.062810 3.570147 2.149084 0.0 -0.1 0.2
C 0.391618 4.242327 -0.771235 0.0 0.0 -0.1
C 1.738515 1.652738 0.387468 -0.1 -0.1 0.8
Si 2.975083 1.123770 1.732631 0.6 0.4 -0.1
C 2.552244 1.732536 3.461597 0.0 0.0 0.1
C 3.213410 -0.722861 1.916216 0.0 -0.2 0.0
C 4.677100 1.756310 1.208472 0.0 0.0 0.1
H 2.295204 5.587091 1.250745 0.0 -0.2 0.0
H 3.401995 4.535348 0.362504 -0.1 0.0 0.1
H 3.161021 4.307334 2.102891 -0.1 0.0 -0.2
H -0.441752 4.602556 2.183359 0.1 -0.3 0.0
H -0.925904 2.906679 2.015870 0.0 0.1 0.1
H 0.381116 3.352400 3.127152 -0.1 0.0 -0.2
H 1.168625 4.570292 -1.476683 -0.2 -0.1 0.1
H -0.288787 3.583156 -1.328212 0.2 0.2 0.0
H -0.170367 5.141055 -0.472092 0.1 -0.2 0.0
H 2.439553 1.720144 -0.467998 -0.5 -0.2 0.3
H 1.576298 1.344662 3.783447 0.1 0.1 0.1
H 3.309915 1.332894 4.152554 -0.2 0.1 -0.1
H 2.545095 2.823102 3.575334 0.0 -0.3 0.0
H 3.525672 -1.188621 0.973787 -0.1 0.1 0.1
H 4.011953 -0.900618 2.654240 -0.2 0.0 -0.2
H 2.313217 -1.225255 2.287995 0.1 0.0 0.0
H 4.974537 1.303033 0.250961 -0.1 0.1 0.2
H 4.733955 2.845825 1.101222 0.0 -0.3 0.0
H 5.418672 1.451481 1.961620 -0.1 0.1 -0.2
```
Positions in Å, forces in eV/Å.

No. 3
The following is a quantum chemistry calculation of a cluster of 9 separate species, C27H43Cl3O27S3 in total, from OMol25.

Results
Kohn-Sham gap in eV: 9.901
Calculated total energy in Eh: -5661.2623
SMILES: C[C@H]1COC(=O)O1.C[C@H]1COC(=O)O1.C[C@H]1COC(=O)O1.C[C@H]1COC(=O)O1.C[C@H]1COC(=O)O1.O=S1(=O)OCCO1.O=S1(=O)OCCO1.O=S1(=O)OCCO1.ClC(Cl)Cl

```
103
Properties=species:S:1:pos:R:3:forces:R:3
C -6.160158 -0.383492 0.433479 -1.0 0.2 -0.7
C -4.884055 -0.763602 -0.258358 0.0 -1.4 0.8
C -4.899933 -2.176575 -0.895588 -0.3 0.6 -0.9
O -4.619518 -1.903987 -2.287878 0.2 0.0 0.1
C -4.271123 -0.611551 -2.439198 -0.1 0.1 0.3
O -3.729974 -0.149856 -3.390297 -0.1 0.0 -0.2
O -4.620323 0.109436 -1.342634 0.5 -0.1 -0.1
H -6.982093 -0.485227 -0.288280 0.1 -0.1 0.0
H -6.193825 0.667872 0.716907 0.3 -0.1 0.3
H -6.427144 -1.027806 1.268918 0.3 0.0 0.1
H -4.049116 -0.828183 0.444958 0.1 0.8 -0.1
H -5.877820 -2.649644 -0.840314 0.1 -0.2 0.1
H -4.098083 -2.819331 -0.543621 -0.2 -0.1 0.3
C -2.138825 5.838321 2.623917 -0.3 0.0 0.4
C -1.562383 4.531438 2.128856 -1.3 0.5 0.0
C -2.395978 3.827841 1.049859 -0.3 -0.3 -0.3
O -1.491819 3.658374 -0.042755 -0.2 -0.1 0.1
C -0.294204 4.211936 0.252125 0.2 0.3 0.3
O 0.660521 4.186629 -0.447705 -0.1 -0.2 -0.1
O -0.341605 4.813156 1.470050 0.4 -0.6 0.1
H -3.064809 5.681362 3.186275 0.0 -0.2 -0.2
H -2.350503 6.520931 1.803252 0.2 0.1 0.0
H -1.447968 6.277756 3.343264 0.1 0.2 -0.2
H -1.499093 3.864394 2.993244 0.9 -0.1 -0.1
H -3.283227 4.363097 0.703798 0.2 0.4 0.0
H -2.756297 2.846457 1.365730 0.2 -0.1 0.0
C -1.137121 -2.781428 -1.750304 1.1 -0.2 0.3
C -1.532913 -3.812030 -2.783151 -0.6 0.7 -0.2
C -2.348260 -3.210243 -3.969302 0.4 -0.5 0.8
O -1.570729 -3.530970 -5.114946 0.2 0.0 -0.2
C -0.398476 -4.098881 -4.758168 -0.3 0.4 0.2
O 0.486990 -4.356706 -5.500281 0.2 -0.2 -0.2
O -0.347748 -4.285802 -3.417076 0.0 -0.3 0.0
H -0.516873 -3.250932 -0.978045 -0.3 -0.1 0.1
H -1.957353 -2.259448 -1.260000 -0.2 -0.1 -0.2
H -0.455577 -2.061055 -2.211236 -0.4 0.2 -0.1
H -2.068906 -4.637020 -2.312614 0.2 -0.2 -0.1
H -2.435742 -2.133447 -3.843995 -0.1 0.0 -0.3
H -3.319380 -3.688993 -4.053208 -0.1 0.2 -0.1
C 2.116490 -1.253294 3.921758 -0.5 0.0 0.6
C 3.612287 -1.421143 3.894689 -0.2 0.9 0.0
C 4.205705 -2.620843 3.171810 0.4 -0.2 0.4
O 5.242992 -2.048433 2.359401 -0.2 -0.3 0.0
C 5.106203 -0.720335 2.306195 0.1 0.0 0.0
O 5.742512 0.000903 1.601624 0.0 0.1 -0.1
O 4.164069 -0.294264 3.168530 -0.1 -0.2 -0.1
H 1.892103 -0.289922 4.387700 0.0 0.1 -0.2
H 1.643784 -1.987607 4.581626 0.2 -0.2 -0.1
H 1.628429 -1.309220 2.951297 0.2 0.0 -0.2
H 3.975393 -1.288645 4.915820 0.2 -0.4 0.0
H 3.510308 -3.176827 2.551615 -0.2 0.1 -0.2
H 4.667257 -3.306816 3.879842 0.0 -0.1 -0.1
C 4.469426 -1.485224 -1.960812 -0.1 0.1 0.5
C 3.184793 -2.203783 -1.610013 0.2 0.2 -1.2
C 2.711370 -3.261689 -2.630405 -0.3 -0.1 0.4
O 2.577984 -4.453082 -1.837644 0.2 0.0 -0.1
C 3.038398 -4.245331 -0.592053 -0.3 0.4 -0.4
O 3.150704 -5.081923 0.239021 0.0 -0.2 0.4
O 3.331383 -2.934812 -0.401985 0.0 -0.1 0.3
H 5.307856 -2.160794 -2.117845 0.0 -0.1 -0.1
H 4.702106 -0.844702 -1.107887 0.2 0.1 -0.1
H 4.309057 -0.845456 -2.828149 0.1 -0.1 -0.1
H 2.422927 -1.430709 -1.520038 -0.1 -0.3 0.5
H 3.381237 -3.471263 -3.462071 0.2 0.1 0.1
H 1.731559 -3.024512 -3.038484 0.0 0.0 0.0
O 4.987921 6.143979 2.541976 0.3 0.3 0.1
S 4.134927 5.225289 1.892092 0.3 -0.3 0.0
O 2.936839 5.667842 1.287745 -0.5 0.0 -0.1
O 4.974889 4.361384 0.853916 0.1 0.0 0.2
C 4.453573 3.016555 0.842260 -0.4 0.1 -0.5
C 4.079062 2.738623 2.294309 0.7 0.0 0.4
O 3.848860 4.028203 2.898529 -0.4 -0.1 0.0
H 3.597276 2.986202 0.163149 0.0 0.0 0.1
H 5.234661 2.365181 0.467474 0.1 0.0 0.1
H 4.926469 2.299591 2.820163 -0.1 0.0 0.0
H 3.216898 2.101190 2.456550 -0.1 0.1 -0.2
O -1.788519 5.644148 -5.119920 -0.6 0.6 -0.3
S -0.864703 4.709094 -4.611003 0.0 -0.8 0.2
O 0.519263 4.961526 -4.663311 0.6 0.2 0.1
O -1.330944 4.317607 -3.143043 -0.1 0.0 0.1
C -1.766785 2.945511 -3.062928 0.3 -0.1 -0.3
C -2.103383 2.581242 -4.498356 -0.4 -0.2 0.0
O -1.105251 3.267369 -5.260928 -0.1 0.2 0.0
H -0.926487 2.349116 -2.708929 -0.1 0.0 0.2
H -2.623385 2.897032 -2.401022 0.1 0.0 0.1
H -3.110255 2.916826 -4.762270 0.1 0.1 -0.1
H -2.021073 1.525073 -4.734342 0.1 0.0 0.2
O 0.252708 -3.215960 1.579577 0.8 0.3 0.0
S -0.947736 -3.598378 2.227321 0.4 0.8 -0.3
O -1.613882 -4.741432 1.776314 -0.9 -1.0 -0.1
O -0.739119 -3.632921 3.798588 0.1 0.1 0.0
C -1.384626 -2.521242 4.425608 -0.8 0.1 1.1
C -1.656156 -1.513560 3.336770 0.8 0.2 -0.5
O -1.927252 -2.343565 2.192315 -0.6 -0.1 0.1
H -2.321369 -2.856809 4.883509 0.0 -0.2 -0.3
H -0.797085 -2.152631 5.265066 0.4 0.0 -0.3
H -0.771258 -0.915834 3.096103 -0.1 0.1 0.2
H -2.498330 -0.855731 3.518111 -0.1 -0.1 0.0
Cl 0.558476 0.333486 -1.518793 0.2 0.2 0.1
C -0.045871 0.065057 0.106380 0.5 0.4 0.4
Cl -1.763462 0.394381 0.145094 -0.3 -0.2 0.0
Cl 0.752481 1.122292 1.319824 0.0 -0.2 -0.4
H 0.187741 -0.948799 0.416883 -0.3 -0.1 -0.1
```
Positions in Å, forces in eV/Å.